[1]
17
Properties=species:S:1:pos:R:3:lowdin_charge:R:1 method="wB97M-V/def2-TZVPD" total_energy_ev=-9440.448 gap_ev=10.94
O 1.09 1.14 -0.83 0.029
C 0.43 0.15 -1.08 -0.265
C 0.37 -1.06 -0.20 -0.132
C 1.73 -1.36 0.45 -0.259
O 2.82 -1.00 -0.37 -0.069
H -0.14 0.10 -2.03 0.128
H -0.38 -0.84 0.58 0.100
H -0.03 -1.92 -0.76 0.115
H 1.79 -0.86 1.42 0.118
H 1.81 -2.44 0.62 0.119
H 2.79 -0.03 -0.45 0.071
C -2.42 0.82 0.57 -0.095
C -1.67 1.89 0.32 -0.089
H -2.42 0.33 1.54 0.053
H -3.08 0.39 -0.19 0.054
H -1.00 2.30 1.07 0.062
H -1.66 2.38 -0.65 0.061

---

[2]
17
Properties=species:S:1:pos:R:3:lowdin_charge:R:1 method="wB97M-V/def2-TZVPD" total_energy_ev=-9440.996 gap_ev=10.83
C -1.52 1.79 0.30 -0.032
C -0.89 0.46 0.62 -0.321
O 0.50 0.58 0.98 -0.048
C 0.82 -0.63 0.28 -0.345
C 2.13 -0.62 -0.47 -0.028
C -0.51 -0.52 -0.49 -0.294
O -1.23 -1.71 -0.63 0.005
H -2.58 1.66 0.04 0.087
H -1.46 2.45 1.17 0.083
H -1.00 2.27 -0.54 0.084
H -1.46 -0.07 1.40 0.156
H 0.81 -1.48 1.00 0.156
H 2.95 -0.31 0.18 0.085
H 2.36 -1.63 -0.84 0.086
H 2.07 0.07 -1.31 0.082
H -0.39 -0.03 -1.47 0.160
H -0.59 -2.29 -0.21 0.081

---

Looking at energy above the lowest of the compared OMol25 structures with the same formula, charge and spin for the records above, in order, we have 250.3; 197.5 kJ/mol.